1.
C18H17ClN2O3S in the gas phase in a non-equilibrium geometry, computed with wB97M-V/def2-TZVPD.

Computed properties:
* E_tot: -1889.581435 a.u.
* SMILES string: COCc1cn(-c2ccc(S(C)(=O)=O)cc2)c(-c2ccc(Cl)cc2)n1
* highest occupied orbital energy: -8.64 eV
* energy relative to the best compared isomer or geometry (same formula, charge and spin): 421.2 kJ/mol
* molar mass: 376.9 g/mol

Geometry as XYZ:
```
42
Properties=species:S:1:pos:R:3:nbo_charge:R:1
Cl -0.649 -5.215 -3.482 0.027
S 1.386 3.717 -3.799 2.060
O 2.695 4.389 -3.440 -0.910
O 1.683 2.906 -4.966 -0.930
O -0.101 -1.565 5.063 -0.531
N 0.240 0.005 0.917 -0.374
N -0.635 -1.574 2.186 -0.452
C 0.766 2.749 -2.323 -0.310
C -0.658 -3.976 -2.288 -0.057
C 0.002 4.771 -4.364 -0.845
C 1.699 2.725 -1.252 -0.174
C -0.343 0.821 -1.364 -0.223
C -0.321 -0.534 3.023 0.108
C 0.481 0.886 -0.225 0.200
C -0.528 -1.852 6.386 -0.258
C -0.867 -0.575 4.440 -0.082
C -1.593 -2.883 -0.259 -0.164
C -0.215 -1.233 1.000 0.362
C -0.382 -2.239 -0.092 -0.067
C 0.402 0.426 2.280 -0.122
C 0.500 -3.196 -2.086 -0.189
C -0.183 1.786 -2.313 -0.198
C 1.538 1.830 -0.186 -0.208
C 0.645 -2.359 -0.982 -0.204
C -1.691 -3.850 -1.340 -0.203
H -1.985 -0.753 4.397 0.183
H 0.028 -1.437 7.216 0.177
H 2.512 3.515 -1.063 0.269
H -2.439 -4.521 -1.260 0.214
H -0.933 4.249 -4.149 0.246
H 1.304 -3.303 -2.690 0.212
H -1.606 -1.598 6.462 0.171
H 1.621 -1.992 -0.896 0.224
H 0.756 1.418 2.640 0.231
H -0.021 5.726 -3.790 0.246
H -1.188 0.056 -1.425 0.246
H -0.349 -2.998 6.560 0.188
H -2.329 -2.790 0.446 0.229
H 2.210 1.485 0.545 0.227
H -0.756 0.368 5.008 0.172
H 0.265 5.016 -5.437 0.274
H -0.963 1.604 -3.098 0.237
```


2.
C18H17ClN2O5S in the gas phase in a non-equilibrium geometry, computed with wB97M-V/def2-TZVPD.

Computed properties:
* E_tot: -2040.231656 a.u.
* highest occupied orbital energy: -8.10 eV
* energy relative to the best compared isomer or geometry (same formula, charge and spin): 43.9 kJ/mol
* molar mass: 408.9 g/mol

Geometry as XYZ:
```
44
Properties=species:S:1:pos:R:3:nbo_charge:R:1
Cl -4.511 -3.228 -0.652 0.000
S 0.424 3.216 -0.671 1.304
O 0.287 -0.415 -0.558 -0.656
O 6.789 -0.259 0.256 -0.486
O 6.343 -2.457 0.788 -0.475
O -2.422 3.123 1.059 -0.601
O 1.885 3.314 -0.573 -0.993
N -1.940 0.933 0.612 -0.642
N 2.233 0.649 -1.123 -0.593
C 3.209 -0.216 -0.609 0.136
C 4.497 0.317 -0.457 -0.299
C 7.344 -1.464 0.741 0.236
C -3.210 0.365 0.470 0.226
C -4.485 -1.582 -0.116 -0.011
C 2.939 -1.540 -0.290 -0.240
C 3.937 -2.382 0.194 -0.240
C -0.134 2.482 0.947 -0.692
C 5.196 -1.856 0.341 0.209
C 0.893 0.510 -1.080 0.674
C -5.604 0.396 0.571 -0.183
C -3.262 -0.960 0.041 -0.283
C -6.999 -1.616 -0.029 -0.627
C -1.627 2.222 0.893 0.650
C 0.167 1.677 -1.705 -0.702
C -4.394 1.044 0.735 -0.255
C -5.685 -0.924 0.145 -0.060
C 5.469 -0.523 0.020 0.307
H -7.048 -2.499 0.607 0.226
H 0.572 1.922 -2.685 0.253
H 2.571 1.586 -1.331 0.438
H 3.729 -3.409 0.442 0.232
H 0.466 1.602 1.166 0.242
H 7.751 -1.301 1.752 0.159
H -7.821 -0.953 0.224 0.216
H -6.518 0.932 0.780 0.214
H -1.182 0.284 0.399 0.440
H 1.941 -1.924 -0.415 0.249
H -2.349 -1.495 -0.171 0.235
H -0.902 1.491 -1.774 0.260
H 4.711 1.346 -0.697 0.229
H -4.364 2.068 1.064 0.254
H 8.156 -1.790 0.071 0.159
H -7.118 -1.949 -1.060 0.226
H 0.069 3.264 1.678 0.265
```


3.
A molecular structure, C18H17F9N5O6S2Sr, computed with wB97M-V/def2-TZVPD.

Computed properties:
* charge: -1
* E_tot: -3147.445509 a.u.
* highest occupied orbital energy: -5.89 eV
* energy relative to the best compared isomer or geometry (same formula, charge and spin): 4.4 kJ/mol
* molar mass: 722.1 g/mol

Geometry as XYZ:
```
58
Properties=species:S:1:pos:R:3:nbo_charge:R:1
Sr 0.498 -0.720 -0.766 1.803
S 0.699 -0.709 2.505 2.301
S -2.970 0.678 -1.138 1.214
F 0.829 3.453 -0.212 -0.318
F 3.566 0.575 -1.361 -0.322
F 2.706 4.336 -0.813 -0.334
F 2.686 2.507 0.344 -0.311
F 0.645 4.024 -2.862 -0.335
F 1.321 2.496 -4.221 -0.315
F 2.708 3.997 -3.526 -0.330
F 3.546 1.201 -3.422 -0.321
F 4.435 2.476 -1.919 -0.330
O -0.518 -1.505 -3.101 -0.636
O -1.957 -0.204 -0.449 -1.062
O 1.404 -2.257 -2.706 -0.589
O 1.073 1.338 -1.820 -0.947
O 0.534 0.423 1.586 -1.039
O 1.841 -0.640 3.388 -0.971
N -4.188 -0.603 5.902 -0.804
N 1.933 -3.984 1.629 -0.466
N 0.572 -2.099 1.757 -1.023
N 0.489 -2.111 -3.541 0.313
N 2.557 -1.972 0.528 -0.580
C 1.730 -2.691 1.322 0.554
C 3.408 1.638 -2.162 0.960
C -3.130 -0.420 3.725 -0.268
C -3.042 -0.666 5.095 0.165
C 3.658 -2.558 0.075 0.110
C 1.681 3.210 -3.152 0.960
C 3.970 -3.867 0.382 -0.357
C -1.995 -0.430 2.933 -0.174
C 1.999 2.280 -1.935 0.041
C 3.036 -4.540 1.158 0.094
C -1.752 1.595 -3.366 -0.427
C -3.345 -0.133 -2.729 -0.612
C -0.759 -0.692 3.506 -0.274
C -2.980 0.833 -3.853 -0.408
C -2.080 2.040 -1.949 -0.606
C -1.794 -0.917 5.658 -0.284
C -0.657 -0.933 4.866 -0.169
C 2.063 3.161 -0.640 0.952
H -5.045 -0.798 5.409 0.370
H -1.208 2.269 -1.336 0.286
H -1.712 -1.095 6.725 0.200
H -4.389 -0.445 -2.725 0.221
H -4.096 -0.212 3.278 0.200
H 4.863 -4.348 0.012 0.217
H -2.773 2.886 -1.934 0.215
H -2.775 0.276 -4.768 0.232
H -2.064 -0.237 1.870 0.252
H -0.880 0.943 -3.354 0.263
H -3.808 1.520 -4.052 0.189
H 0.317 -1.124 5.296 0.238
H 4.290 -1.955 -0.568 0.203
H -4.122 -1.148 6.747 0.369
H -1.513 2.454 -3.993 0.224
H 3.186 -5.585 1.413 0.182
H -2.691 -1.006 -2.737 0.285
```


4.
A molecular structure, C18H17IrN3O9S2, computed with wB97M-V/def2-TZVPD.

Computed properties:
* E_tot: -2438.243236 a.u.
* highest occupied orbital energy (alpha / beta): -9.19 / -9.27 eV
* multiplicity: 2
* energy relative to the best compared isomer or geometry (same formula, charge and spin): 49.9 kJ/mol
* ⟨S²⟩: 0.758
* molar mass: 675.7 g/mol

Geometry as XYZ:
```
50
Properties=species:S:1:pos:R:3:lowdin_spin:R:1
Ir 0.945 0.375 -0.489 0.545
S -3.807 -0.424 0.463 0.000
S 0.017 2.141 0.527 0.256
O 1.288 3.015 -3.531 0.005
O -0.510 -0.904 -1.107 0.011
O 0.649 -0.587 1.303 0.053
O 3.197 0.447 2.190 0.000
O 4.165 -1.854 -1.560 0.008
O -3.945 -1.064 1.745 0.000
O -4.609 0.732 0.193 0.000
O 2.163 -1.233 -0.784 0.041
O 0.754 1.248 -2.281 0.006
N -2.218 -0.105 0.202 -0.001
N -0.179 0.048 2.138 0.024
N 2.839 1.385 -0.758 0.010
C 2.541 2.616 -1.535 0.001
C -3.962 -1.619 -0.840 0.000
C -1.410 1.922 2.861 0.018
C 3.795 1.775 0.328 0.002
C -4.854 -3.219 -2.332 0.000
C -5.054 -2.341 -1.272 0.000
C 1.449 2.325 -2.559 0.001
C -3.602 -3.358 -2.926 0.000
C 3.535 0.446 -1.704 0.000
C -1.911 1.193 3.909 -0.011
C -1.530 -0.142 4.058 0.020
C -2.512 -2.622 -2.477 0.000
C 3.333 -1.015 -1.322 0.003
C -2.717 -1.749 -1.425 0.000
C -0.661 -0.691 3.161 -0.011
C -0.544 1.324 1.943 0.011
C -1.739 -0.850 -0.749 0.003
C 4.244 0.695 1.289 0.000
H -6.024 -2.227 -0.807 0.000
H 4.589 0.713 -1.779 0.000
H -2.615 1.640 4.596 -0.001
H 3.075 0.556 -2.685 0.000
H -0.318 -1.714 3.166 -0.001
H 3.350 2.595 0.892 0.001
H -3.479 -4.048 -3.749 0.000
H 4.580 -0.199 0.759 0.000
H -1.927 -0.757 4.852 0.001
H -5.686 -3.803 -2.703 0.000
H 3.436 2.932 -2.075 0.000
H 5.109 1.094 1.830 0.000
H 4.678 2.156 -0.196 0.000
H -1.534 -2.718 -2.927 0.000
H -1.706 2.945 2.684 0.001
H 3.082 -0.494 2.348 0.000
H 2.240 3.420 -0.864 0.001
```


5.
A molecular structure, C18H17MnN in a non-equilibrium geometry, computed with wB97M-V/def2-TZVPD.

Computed properties:
* charge: -2
* E_tot: -1901.687899 a.u.
* highest occupied orbital energy (alpha / beta): 2.81 / -0.28 eV
* multiplicity: 6
* ⟨S²⟩: 8.962
* molar mass: 302.3 g/mol

Geometry as XYZ:
```
37
Properties=species:S:1:pos:R:3:lowdin_spin:R:1
Mn 0.000 0.000 0.000 3.948
N 1.312 1.307 -0.500 0.085
C 1.231 -0.196 2.931 0.183
C 0.398 1.874 -1.422 0.009
C 2.006 -0.329 4.087 0.080
C 1.415 -0.208 5.349 0.106
C 0.179 -2.358 0.096 0.003
C 0.744 2.442 -2.612 0.014
C 0.045 0.046 5.463 0.169
C -1.262 -1.412 -1.432 0.026
C -2.120 0.441 4.404 0.111
C -0.142 0.060 3.035 0.016
C 0.061 -1.315 -1.954 0.022
C -0.920 0.200 1.881 0.015
C 0.954 -1.892 -1.008 0.037
C -2.888 0.578 3.243 0.081
C -0.744 0.183 4.310 0.017
C -2.290 0.458 1.985 0.055
C -0.997 1.612 -0.936 -0.111
C -1.188 -2.068 -0.170 0.040
H -2.888 0.560 1.090 0.005
H 3.068 -0.525 4.006 0.003
H 2.021 -0.312 6.240 0.007
H -0.019 2.883 -3.260 0.002
H 2.299 1.432 -0.737 0.017
H -1.773 1.624 -1.712 -0.005
H 0.344 -0.812 -2.881 0.002
H -0.397 0.137 6.448 0.012
H -3.950 0.775 3.319 0.007
H 1.704 -0.292 1.961 0.017
H -2.168 -1.047 -1.916 0.003
H 1.795 2.533 -2.915 0.001
H -2.029 -2.270 0.496 0.005
H 0.571 -2.829 1.000 0.004
H -2.600 0.537 5.371 0.004
H -1.260 2.245 -0.069 0.006
H 2.040 -1.949 -1.102 0.004
```


6.
A molecular structure, C18H17N4O6Pb in a non-equilibrium geometry, computed with wB97M-V/def2-TZVPD.

Computed properties:
* charge: -1
* E_tot: -1559.257267 a.u.
* highest occupied orbital energy: -4.59 eV
* energy relative to the best compared isomer or geometry (same formula, charge and spin): 266.4 kJ/mol
* molar mass: 592.6 g/mol

Geometry as XYZ:
```
46
Properties=species:S:1:pos:R:3:mulliken_charge:R:1
Pb 0.027 0.038 -0.043 1.685
O 0.770 1.779 -0.375 -1.032
O 2.745 -1.055 1.183 -0.767
O -1.499 3.742 1.897 -0.695
O -1.354 1.277 1.233 -1.021
O 0.061 0.250 -3.323 -0.497
O -1.694 -1.146 -0.750 -0.901
N 2.159 -0.606 0.159 0.347
N -0.368 -1.185 1.689 0.231
N 0.652 -0.283 -2.183 0.087
N -0.462 -0.258 2.780 -0.772
C 3.803 -1.798 -1.243 -1.511
C -1.624 -2.450 -0.629 0.605
C 2.614 -0.927 -1.033 0.455
C -1.073 1.566 4.807 -0.426
C -1.119 -2.202 1.796 -0.365
C -1.352 -3.073 0.631 0.503
C 1.921 -0.347 -2.218 0.480
C -1.589 4.202 4.183 -0.671
C -1.809 -4.687 -1.563 -0.490
C -1.510 3.811 5.504 -0.260
C -1.565 -5.273 -0.324 -0.533
C -1.348 -4.455 0.771 -0.608
C 2.752 0.097 -3.374 -1.598
C -1.250 2.483 5.824 -0.777
C -0.960 0.899 2.405 0.846
C -1.154 1.931 3.464 0.299
C -1.846 -3.317 -1.712 -0.603
C -1.414 3.274 3.156 0.357
H 4.735 -1.231 -1.158 0.303
H -1.650 4.543 6.291 0.355
H -1.147 -4.885 1.746 0.419
H 3.813 -2.586 -0.489 0.400
H -1.631 -2.402 2.735 0.442
H -1.977 -5.311 -2.433 0.362
H 3.765 -2.259 -2.231 0.371
H -1.185 2.164 6.856 0.368
H -1.787 5.232 3.915 0.414
H 2.837 -0.707 -4.109 0.316
H 3.747 0.370 -3.031 0.369
H 2.297 0.961 -3.854 0.453
H -0.872 0.530 5.042 0.438
H -1.540 -6.350 -0.220 0.372
H -2.048 -2.879 -2.682 0.392
H -0.868 0.327 -3.061 0.355
H -1.394 2.960 1.300 0.502
```


7.
A molecular structure, C18H17N5O2S4Zr, computed with wB97M-V/def2-TZVPD.

Computed properties:
* charge: +2
* E_tot: -2759.745809 a.u.
* highest occupied orbital energy: -13.49 eV
* energy relative to the best compared isomer or geometry (same formula, charge and spin): 6.1 kJ/mol
* molar mass: 554.9 g/mol

Geometry as XYZ:
```
47
Properties=species:S:1:pos:R:3:nbo_charge:R:1
Zr 0.506 0.205 0.525 2.223
S -1.751 -0.028 1.440 -0.190
S -0.363 2.759 3.412 0.402
S 0.799 4.856 1.704 0.467
S -3.912 -1.895 0.860 0.459
O 0.215 1.085 -1.188 -0.769
O 2.872 4.407 -1.617 -0.654
N -0.134 -1.977 0.155 -0.381
N -1.424 -2.416 0.172 -0.362
N 0.725 2.287 1.054 -0.609
N 1.357 2.783 -0.121 -0.448
N 2.368 -1.064 0.096 -0.610
C 1.017 2.177 -1.236 0.567
C -2.243 -1.585 0.735 -0.047
C -0.133 5.431 3.157 -0.535
C 3.208 -3.210 -0.518 -0.182
C 4.714 -1.373 -0.195 -0.214
C 2.391 3.704 -2.651 0.462
C 1.505 2.611 -2.520 -0.301
C 3.618 -0.583 0.099 0.087
C 2.374 3.405 -5.035 -0.110
C 1.494 2.321 -4.921 -0.246
C 0.764 -2.813 -0.219 0.134
C 2.158 -2.367 -0.227 0.153
C 4.505 -2.707 -0.501 -0.080
C 1.070 1.931 -3.678 -0.125
C -0.063 4.360 4.224 -0.516
C -4.045 -3.506 0.065 -0.743
C 2.817 4.083 -3.923 -0.293
C 0.425 3.208 1.946 -0.053
H 0.382 1.106 -3.568 0.228
H -5.098 -3.768 0.128 0.261
H 3.014 -4.247 -0.759 0.260
H -3.741 -3.439 -0.976 0.246
H 5.343 -3.353 -0.728 0.262
H 3.739 0.468 0.340 0.227
H 2.711 3.718 -6.014 0.238
H 1.148 1.803 -5.804 0.238
H 5.706 -0.944 -0.181 0.266
H 3.495 4.922 -4.005 0.248
H -1.155 5.631 2.839 0.251
H -3.443 -4.235 0.599 0.247
H 0.331 6.359 3.489 0.273
H -0.840 4.491 4.975 0.272
H 0.495 -3.822 -0.516 0.246
H 0.910 4.318 4.709 0.247
H 2.502 4.063 -0.786 0.502
```


8.
C18H17N5O4S in the gas phase in a non-equilibrium geometry, computed with wB97M-V/def2-TZVPD.

Computed properties:
* E_tot: -1668.950208 a.u.
* SMILES string: Cc1nc(COc2ncnc3c(S(=O)(=O)c4ccccc4)c(N)[nH]c23)c(C)o1
* highest occupied orbital energy: -8.57 eV
* energy relative to the best compared isomer or geometry (same formula, charge and spin): 187.0 kJ/mol
* molar mass: 399.4 g/mol

Geometry as XYZ:
```
45
Properties=species:S:1:pos:R:3:nbo_charge:R:1
S -2.024 1.852 -1.047 2.144
O -3.316 1.322 -1.512 -0.947
O 2.995 -1.239 1.469 -0.474
O -1.198 2.604 -2.054 -0.900
O 2.180 -2.958 -2.458 -0.371
N 0.819 2.075 0.330 -0.450
N 1.023 -3.451 -0.589 -0.489
N -2.429 -1.389 -0.710 -0.830
N 2.619 0.955 1.194 -0.487
N -0.255 -1.272 0.707 -0.527
C -3.413 2.539 1.304 -0.175
C -3.730 3.343 2.390 -0.221
C 2.222 -2.923 -0.211 0.020
C 0.717 -0.305 0.883 -0.007
C 0.066 -4.099 -2.725 -0.681
C 2.654 -2.559 1.237 -0.085
C 2.061 -0.239 1.255 0.507
C -1.773 4.205 0.433 -0.162
C -3.088 4.519 2.580 -0.196
C 2.027 2.075 0.863 0.260
C -1.033 0.612 -0.234 -0.518
C 1.017 -3.361 -1.940 0.465
C 4.184 -1.884 -1.391 -0.656
C 2.852 -2.561 -1.387 0.276
C -1.301 -0.712 -0.053 0.449
C -2.400 2.937 0.313 -0.325
C 0.168 0.918 0.380 0.198
C -2.131 4.938 1.621 -0.208
H -1.756 5.924 1.646 0.211
H -2.967 -0.794 -1.363 0.439
H -0.240 -2.174 1.082 0.433
H -2.818 -2.205 -0.403 0.390
H -3.696 1.474 1.160 0.231
H 4.820 -2.035 -0.645 0.227
H 4.634 -2.316 -2.300 0.222
H -0.872 -3.531 -2.822 0.243
H -4.449 2.970 3.098 0.219
H -3.354 5.146 3.466 0.224
H 4.193 -0.742 -1.458 0.235
H 1.724 -2.788 1.775 0.170
H 3.525 -3.185 1.512 0.220
H 0.351 -4.254 -3.803 0.237
H -1.102 4.686 -0.328 0.261
H -0.076 -5.088 -2.296 0.243
H 2.567 2.967 1.032 0.185
```


The lowest molar mass belongs to which entry? C18H17MnN


Number 8 is which compound? C18H17N5O4S


What is the molar mass in the fourth record? 675.7 g/mol